Entry 1:
This record from OMol25 describes a structure of composition C46H36BCl5GeN9O4PbS. The level of theory is ωB97M-V/def2-TZVPD.

Last column: Mulliken charge in e.
Positions of all 104 atoms, in Å:
Pb (1.7702, -0.9182, 0.4682)  1.39
C (5.3441, -2.8563, -2.7786)  -0.97
C (4.0114, -2.4347, -2.7069)  -0.47
N (3.8962, -1.3855, -1.9088)  -0.41
N (5.1283, -1.0999, -1.4535)  0.98
C (6.0213, -1.9784, -1.9614)  -0.39
B (5.3757, 0.1521, -0.5674)  -0.02
N (4.4237, 1.2632, -1.0072)  2.00
C (4.2070, 1.7098, -2.2663)  -0.52
C (3.2255, 2.6699, -2.2068)  -1.11
C (2.8860, 2.7391, -0.8430)  -0.42
N (3.6183, 1.8994, -0.1334)  -1.06
N (5.1350, -0.1293, 0.9417)  0.37
C (6.0408, 0.0902, 1.9115)  -0.20
C (5.4536, -0.1378, 3.1344)  -1.48
C (4.1441, -0.4955, 2.8253)  -0.62
N (3.9556, -0.4954, 1.5134)  0.64
N (6.8294, 0.6450, -0.7469)  0.35
C (7.2079, 1.9222, -0.9753)  -0.26
C (8.5816, 1.9532, -1.0573)  -0.92
C (8.9634, 0.6163, -0.8541)  -0.28
N (7.9072, -0.1564, -0.6643)  -1.18
H (5.7523, -3.6801, -3.3378)  0.39
H (3.1467, -2.8517, -3.1965)  0.39
H (7.0621, -1.9108, -1.7071)  0.52
H (4.7595, 1.3051, -3.0986)  0.55
H (2.8009, 3.2237, -3.0272)  0.41
H (2.1384, 3.3481, -0.3612)  0.50
H (7.0513, 0.3759, 1.6762)  0.38
H (5.9024, -0.0581, 4.1084)  0.41
H (3.3365, -0.7735, 3.4830)  0.49
H (6.4881, 2.7179, -1.0627)  0.41
H (9.2121, 2.8072, -1.2350)  0.38
H (9.9557, 0.1934, -0.8384)  0.45
C (-6.5889, -0.3967, 3.2308)  -1.60
C (-5.1189, -0.7179, 3.1302)  0.32
C (-4.4263, -0.4132, 1.9828)  0.29
C (-3.0589, -0.7418, 1.7683)  0.72
C (-2.3969, -1.3910, 2.8731)  -0.52
C (-3.1024, -1.6495, 4.0324)  -0.90
C (-4.4456, -1.3302, 4.1777)  -1.03
S (-0.7021, -2.0616, 2.9672)  1.50
O (-0.7178, -3.2464, 2.1377)  -0.68
O (-0.5559, -2.3184, 4.3902)  -0.91
N (0.4681, -1.0736, 2.4981)  0.06
C (0.4195, 0.1796, 3.2404)  -1.04
C (0.1230, 1.4505, 2.3680)  0.78
O (-0.1173, 2.4850, 3.0079)  -0.86
O (0.1882, 1.3007, 1.1151)  -0.42
H (-7.0971, -0.6519, 2.3006)  0.33
H (-6.7292, 0.6724, 3.4047)  0.29
H (-7.0505, -0.9472, 4.0505)  0.40
H (-4.9628, 0.0489, 1.1635)  -0.06
H (-1.5580, -0.8971, 0.2878)  0.23
H (-2.5581, -2.1136, 4.8436)  0.63
H (-4.9635, -1.5590, 5.1014)  0.36
H (1.3945, 0.3838, 3.7007)  0.27
H (-0.3229, 0.1468, 4.0420)  0.35
Cl (4.2362, -3.6012, 1.9810)  -0.25
C (2.8992, -4.2438, 1.0859)  1.02
C (2.0390, -3.3854, 0.4122)  -2.18
C (1.0297, -4.0257, -0.3037)  1.22
Cl (-0.0198, -3.0710, -1.2932)  -0.25
C (0.8133, -5.3975, -0.2881)  -0.17
Cl (-0.5357, -6.0971, -1.0983)  -0.23
C (1.6866, -6.2112, 0.4226)  0.50
Cl (1.4591, -7.9193, 0.4522)  -0.25
C (2.7581, -5.6351, 1.0890)  -0.20
Cl (3.8786, -6.6419, 1.9327)  -0.23
C (-2.5190, -0.4712, 0.5004)  -0.18
Ge (-3.1560, 0.9574, -0.6487)  1.87
C (-5.1467, 0.7765, -0.9233)  -0.60
C (-6.0684, 1.7632, -0.5837)  0.27
C (-7.4173, 1.6224, -0.8852)  -0.75
C (-7.8698, 0.4843, -1.5366)  -0.40
C (-6.9637, -0.5072, -1.8909)  -0.74
C (-5.6202, -0.3566, -1.5858)  -0.29
C (-2.6837, 0.7731, -2.5647)  -0.25
C (-1.6729, -0.0477, -3.0449)  -0.05
C (-1.4133, -0.1612, -4.4040)  -0.61
C (-2.1635, 0.5636, -5.3143)  -0.42
C (-3.1800, 1.3925, -4.8565)  -0.81
C (-3.4405, 1.4840, -3.4991)  -0.24
C (-3.0156, 2.8462, -0.0909)  0.23
C (-3.1882, 3.2132, 1.2388)  -0.24
C (-3.1056, 4.5427, 1.6212)  -0.64
C (-2.8609, 5.5245, 0.6732)  -0.50
C (-2.7006, 5.1716, -0.6585)  -0.56
C (-2.7696, 3.8376, -1.0343)  -0.48
H (-5.7190, 2.6572, -0.0771)  0.37
H (-8.1175, 2.4069, -0.6203)  0.38
H (-8.9223, 0.3704, -1.7682)  0.35
H (-7.3072, -1.3926, -2.4136)  0.39
H (-4.9117, -1.1296, -1.8668)  0.39
H (-1.0651, -0.6073, -2.3523)  0.02
H (-0.6119, -0.8074, -4.7372)  0.45
H (-1.9572, 0.4907, -6.3758)  0.35
H (-3.7668, 1.9676, -5.5640)  0.37
H (-4.2549, 2.1141, -3.1570)  0.44
H (-3.3691, 2.4499, 1.9862)  0.30
H (-3.2156, 4.8101, 2.6649)  0.39
H (-2.7888, 6.5632, 0.9748)  0.34
H (-2.5180, 5.9340, -1.4074)  0.37
H (-2.6163, 3.5643, -2.0716)  0.31

Output
Net charge: -2
2S+1: 2
HOMO energy (spin up / spin down) in eV: -2.80 / -2.80

***

Entry 2:
This record from OMol25 describes a structure of composition C6H11NS. The level of theory is ωB97M-V/def2-TZVPD.

Last column: Mulliken charge in e.
Positions of all 19 atoms, in Å:
C (0.5902, -0.2993, 1.1315)  -0.13
C (-0.8788, 0.0894, 0.9258)  -0.05
C (-1.0361, 0.9729, -0.3515)  -0.87
C (-0.1418, 0.1555, -1.2373)  -0.35
C (0.2049, -0.9522, -0.3515)  -0.65
C (-1.1451, -1.3222, 0.3362)  -0.69
H (1.8712, 1.1655, 0.3242)  0.22
H (2.3584, 0.3767, 1.6385)  0.31
H (0.7195, -1.1587, 1.8233)  0.37
H (-1.4255, 0.2789, 1.9997)  0.31
H (-0.6381, 1.9999, -0.3106)  0.33
H (-2.0481, 1.0471, -0.6812)  0.39
H (-0.4827, -0.1693, -2.1933)  0.53
H (1.0916, 1.4993, -2.8398)  0.13
H (0.8514, -1.7886, -0.5280)  0.48
H (-2.0548, -1.4149, -0.2393)  0.31
H (-1.0202, -2.0652, 1.1354)  0.28
N (1.5506, 0.7777, 1.2992)  -0.65
S (1.6335, 0.8077, -1.8813)  -0.26

Output
HOMO energy in eV: -8.62

***

Entry 3:
This record from OMol25 describes an isolated molecule of C3H9NOS2. The level of theory is ωB97M-V/def2-TZVPD.

Last column: Mulliken charge in e.
Positions of all 16 atoms, in Å:
C (1.2325, -2.0412, 1.1488)  -0.82
C (0.2759, 1.6252, -1.7241)  -1.01
C (-0.3641, 0.2796, 0.7026)  -0.26
N (-1.6020, 0.9030, 0.5376)  -0.59
O (-1.0240, -0.7186, -1.7117)  -0.62
S (-0.3750, -1.3391, 1.6027)  -0.06
S (0.1730, -0.1178, -1.1151)  0.44
H (2.0012, -1.5468, 1.6083)  0.32
H (1.3082, -1.9555, 0.0807)  0.32
H (1.2120, -3.0325, 1.7522)  0.27
H (-0.7048, 1.8171, -2.0419)  0.37
H (0.9582, 1.6402, -2.5482)  0.37
H (0.7817, 2.0112, -0.9256)  0.32
H (0.5245, 1.0546, 1.0766)  0.36
H (-2.3603, 0.2768, 0.0865)  0.30
H (-2.0371, 1.1440, 1.4707)  0.28

Output
HOMO energy in eV: -8.49